1.
C5H13F3NbO2Yb | ωB97M-V/def2-TZVPD

Calculated values
Maximum force (hartree/bohr): 0.075
E_HOMO (eV): -12.6
Orbital gap (eV): 6.91
Charge: +1

Each line ends with the Löwdin charge.
CARTESIAN COORDINATES (ANGSTROEM)
1 C -1.285 2.464 -0.487  -0.08
2 C -2.529 1.772 -1.010  -0.22
3 O -2.479 0.344 -1.191  -0.13
4 C -1.308 -0.367 -0.942  -0.24
5 C -1.082 -0.657 0.539  -0.27
6 O -0.065 -1.674 0.676  -0.58
7 Nb 1.574 -1.038 1.667  1.25
8 C 2.736 -0.724 -0.385  -0.60
9 F 2.669 -1.949 -1.332  -0.27
10 F 4.039 -0.539 -0.341  0.07
11 F 2.246 0.231 -1.171  0.06
12 H -0.370 2.170 -1.002  0.07
13 H -1.156 2.348 0.592  0.07
14 H -1.416 3.536 -0.665  0.09
15 H -3.360 1.966 -0.326  0.12
16 H -2.811 2.196 -1.977  0.12
17 H -1.440 -1.345 -1.426  0.12
18 H -0.416 0.089 -1.387  0.11
19 H -0.804 0.245 1.092  0.07
20 H -2.007 -1.052 0.969  0.14
21 H 1.326 0.742 1.646  -0.06
22 H 1.105 -1.443 3.356  -0.10
23 H 2.144 -2.853 1.393  -0.15
24 H 3.206 -0.770 2.349  -0.10
25 Yb 1.482 -3.692 -0.637  1.51

***

2.
C5H13IN | ωB97M-V/def2-TZVPD

Calculated values
Energy relative to the best compared isomer or geometry (same formula, charge and spin) (eV): 2.8924
Maximum force (hartree/bohr): 0.107
E_HOMO (alpha / beta) (eV): -13.0 / -13.0
Orbital gap (alpha / beta) (eV): 7.33 / 7.33
Charge: +1

Each line ends with the Löwdin charge.
CARTESIAN COORDINATES (ANGSTROEM)
1 C -1.787 0.487 -0.269  -0.11
2 C -0.421 0.176 1.814  -0.04
3 C 1.577 -1.175 -0.359  -0.01
4 C 0.981 1.026 -0.868  0.02
5 C -0.592 -0.145 0.427  -0.48
6 N 0.444 -0.305 -0.559  -0.24
7 I -1.579 -2.760 0.323  0.45
8 H -2.038 0.071 -1.188  0.05
9 H -2.707 0.590 0.287  0.10
10 H -1.593 1.567 -0.727  0.14
11 H -0.974 1.094 1.894  0.10
12 H -0.742 -0.458 2.566  0.07
13 H 0.762 0.396 1.976  0.16
14 H 1.165 -2.163 0.088  0.07
15 H 1.974 -1.165 -1.363  0.12
16 H 2.248 -0.643 0.365  0.12
17 H 1.726 1.246 -0.166  0.10
18 H 1.422 0.946 -1.832  0.12
19 H 0.202 1.752 -1.018  0.10
20 H -0.069 -0.537 -1.391  0.15

***

3.
C5H13IN | ωB97M-V/def2-TZVPD

Calculated values
Energy relative to the best compared isomer or geometry (same formula, charge and spin) (eV): 5.0243
Maximum force (hartree/bohr): 0.103
E_HOMO (eV): -13.3
Orbital gap (eV): 8.65
Charge: +1

Each line ends with the Löwdin charge.
CARTESIAN COORDINATES (ANGSTROEM)
1 C -0.440 -1.786 0.727  -0.21
2 C -0.349 1.431 -1.150  -0.02
3 C 1.444 0.021 -0.555  -0.02
4 C 0.244 0.994 1.202  0.01
5 C -0.835 -0.655 -0.097  -0.73
6 N 0.099 0.435 -0.190  -0.45
7 I -2.977 -0.248 0.187  0.95
8 H -0.841 -2.747 0.352  0.10
9 H -0.881 -1.832 1.856  0.15
10 H 0.566 -1.907 0.757  0.03
11 H 0.271 2.249 -1.097  0.09
12 H -0.448 0.859 -2.135  0.15
13 H -1.282 1.644 -0.790  0.00
14 H 2.092 0.780 -1.056  0.15
15 H 1.832 -0.425 0.369  0.11
16 H 1.429 -0.800 -1.234  0.10
17 H -0.694 1.288 1.543  0.06
18 H 0.750 0.300 1.941  0.14
19 H 0.946 1.874 1.232  0.14
20 H -0.926 -1.475 -1.860  0.26

***

4.
C5H13IN | ωB97M-V/def2-TZVPD

Calculated values
Energy relative to the best compared isomer or geometry (same formula, charge and spin) (eV): 1.0876
Maximum force (hartree/bohr): 0.089
E_HOMO (alpha / beta) (eV): -12.1 / -13.6
Orbital gap (alpha / beta) (eV): 9.01 / 6.90
2S+1: 3
Charge: +1

Each line ends with the Löwdin charge.
CARTESIAN COORDINATES (ANGSTROEM)
1 C 0.332 -0.924 0.543  0.18
2 C 2.271 0.328 -0.403  0.00
3 C 0.476 2.685 0.186  -0.04
4 C -1.378 -3.384 -0.135  0.07
5 C 0.906 0.252 0.228  -0.33
6 N 0.186 1.343 0.454  0.06
7 I -3.479 0.118 0.014  0.60
8 H 1.055 -1.688 0.393  0.11
9 H -1.536 -3.210 0.843  -0.06
10 H -0.638 -1.017 0.801  0.01
11 H 3.064 -0.245 0.069  0.10
12 H 2.768 1.327 -0.625  0.11
13 H 2.118 0.007 -1.481  0.13
14 H 1.311 3.108 0.705  0.10
15 H 0.888 2.914 -0.871  0.15
16 H -0.346 3.253 0.454  0.08
17 H -1.927 -2.799 -0.931  0.01
18 H -0.613 -4.111 -0.454  0.01
19 H -4.635 1.075 -0.292  -0.37
20 H -0.823 0.969 0.499  0.07

***

5.
C5H13IN2 | ωB97M-V/def2-TZVPD

Calculated values
Energy relative to the best compared isomer or geometry (same formula, charge and spin) (eV): 1.9996
Maximum force (hartree/bohr): 0.062
E_HOMO (alpha / beta) (eV): -7.6 / -7.3
Orbital gap (alpha / beta) (eV): 8.13 / 7.59
Charge: 0

Each line ends with the Löwdin charge.
CARTESIAN COORDINATES (ANGSTROEM)
1 C 0.756 2.607 -1.279  -0.12
2 C 0.347 1.145 1.590  -0.19
3 C -1.294 -3.759 -0.319  -0.09
4 C 0.686 1.117 -0.978  -0.39
5 C -0.120 0.626 0.223  -0.83
6 N -0.359 -2.762 -0.988  -0.22
7 N 0.766 -2.254 -0.502  0.03
8 I -2.120 0.518 -0.055  0.90
9 H -0.200 2.844 -1.604  0.03
10 H 1.455 2.890 -2.052  0.08
11 H 0.915 3.182 -0.368  0.07
12 H -0.121 0.577 2.423  0.07
13 H 0.307 2.218 1.699  0.05
14 H 1.473 1.024 1.627  0.09
15 H -2.155 -4.012 -1.058  0.09
16 H -0.840 -4.737 -0.269  0.05
17 H -1.838 -3.363 0.606  0.08
18 H 1.778 0.716 -1.156  0.14
19 H 0.214 0.732 -1.907  0.07
20 H -0.903 -2.143 -1.539  0.05
21 H 1.165 -2.981 0.096  0.03

***

6.
C5H13INO | ωB97M-V/def2-TZVPD

Calculated values
Energy relative to the best compared isomer or geometry (same formula, charge and spin) (eV): 3.2406
Maximum force (hartree/bohr): 0.093
E_HOMO (alpha / beta) (eV): -12.2 / -12.2
Orbital gap (alpha / beta) (eV): 6.43 / 6.44
Charge: +1

Each line ends with the Löwdin charge.
CARTESIAN COORDINATES (ANGSTROEM)
1 C 2.568 0.579 -0.153  -0.06
2 C 0.619 2.060 0.576  -0.09
3 C 0.250 -1.412 -0.644  -0.13
4 C 1.043 0.878 -0.354  -0.46
5 C -3.566 -0.895 0.036  -0.73
6 N 0.304 -0.210 0.166  -0.24
7 O -3.530 -1.876 0.855  0.00
8 I -2.524 0.674 0.409  1.47
9 H 3.129 1.430 -0.427  0.05
10 H 2.817 0.349 0.981  0.12
11 H 3.121 -0.310 -0.623  0.10
12 H -0.390 2.313 0.479  -0.05
13 H 1.176 3.012 0.332  0.11
14 H 0.719 1.751 1.645  0.10
15 H -0.651 -1.372 -1.360  0.08
16 H 1.120 -1.530 -1.248  0.06
17 H 0.103 -2.330 0.005  0.11
18 H 0.880 1.102 -1.344  0.12
19 H -4.233 -1.006 -0.916  0.13
20 H 0.576 -0.444 1.170  0.15
21 H -3.533 -2.762 0.416  0.18

***

7.
C5H13IOSi | ωB97M-V/def2-TZVPD

Calculated values
Energy relative to the best compared isomer or geometry (same formula, charge and spin) (eV): 1.1658
Maximum force (hartree/bohr): 0.065
E_HOMO (eV): -8.2
Orbital gap (eV): 8.70
Charge: 0

Each line ends with the Löwdin charge.
CARTESIAN COORDINATES (ANGSTROEM)
1 C -1.868 -0.002 1.223  -0.17
2 C -0.019 2.412 0.421  -0.18
3 C -0.986 0.393 -1.776  -0.18
4 C 1.367 -2.235 -0.844  -0.61
5 C 1.104 -0.379 0.419  -0.33
6 O 1.166 -0.836 1.693  -0.12
7 Si -0.494 0.592 0.051  0.58
8 I 3.127 -3.077 -0.038  0.72
9 H -1.916 -1.086 1.251  0.03
10 H -1.690 0.341 2.239  0.03
11 H -2.841 0.368 0.913  0.03
12 H -0.895 3.048 0.517  0.02
13 H 0.540 2.485 1.351  0.03
14 H 0.602 2.827 -0.367  0.02
15 H -0.150 0.589 -2.440  0.03
16 H -1.345 -0.609 -1.984  0.02
17 H -1.780 1.087 -2.036  0.02
18 H 0.508 -2.864 -0.675  -0.03
19 H 1.498 -1.888 -1.853  -0.03
20 H 2.035 0.051 0.051  0.07
21 H 2.036 -1.217 1.884  0.04

***

8.
C5H13N | ωB97M-V/def2-TZVPD

Calculated values
Energy relative to the best compared isomer or geometry (same formula, charge and spin) (eV): 5.9519
Maximum force (hartree/bohr): 0.125
E_HOMO (eV): -6.6
Orbital gap (eV): 7.05
Charge: 0

Each line ends with the Löwdin charge.
CARTESIAN COORDINATES (ANGSTROEM)
1 C 1.355 0.225 -0.025  -0.14
2 C 0.718 -1.126 0.002  -0.22
3 C -0.558 -1.479 -0.491  -0.12
4 C 0.887 0.127 1.471  -0.24
5 C -0.397 1.090 1.445  -0.08
6 N -1.591 0.795 -2.072  -0.01
7 H 1.129 1.078 -0.637  0.11
8 H 2.426 0.057 -0.178  0.11
9 H 1.344 -1.922 0.419  0.12
10 H -0.457 -2.066 -1.418  0.06
11 H -1.543 -1.229 -0.151  0.04
12 H -1.946 0.150 -2.775  0.00
13 H 1.589 0.613 2.204  0.12
14 H 0.594 -0.716 2.099  0.13
15 H -0.808 1.145 2.445  0.07
16 H -0.276 2.076 1.007  0.07
17 H -1.094 0.627 0.755  0.04
18 H -1.018 0.155 -1.457  -0.05
19 H -0.871 1.314 -2.577  0.00